{
  "formula": "C2H3N5O",
  "method": "ωB97M-V with the def2-TZVPD basis set",
  "species": ["O", "N", "N", "N", "N", "N", "C", "C", "H", "H", "H"],
  "xyz": [[2.0517, -0.5886, -0.0172], [-0.0822, -0.4024, 0.0038], [0.2383, -1.7430, -0.0118], [1.1753, 1.6111, -0.0747], [-2.3172, -0.5638, -0.1508], [1.4827, -1.8744, -0.0215], [-1.3143, 0.1179, 0.0987], [1.0514, 0.3509, 0.0053], [-3.1880, -0.0189, 0.0169], [-1.2719, 1.2008, 0.3325], [2.1742, 1.9104, -0.1811]],
  "forces_ev_per_a": [[0.446, 0.044, 0.072], [2.237, -1.449, 0.222], [0.790, -0.021, 0.004], [0.733, -0.419, 0.004], [-2.362, -0.397, 0.215], [-1.734, 0.977, -0.001], [-1.397, 2.108, 0.094], [1.671, 0.757, -0.654], [0.871, -0.491, -0.296], [0.008, -0.569, 0.018], [-1.264, -0.540, 0.323]],
  "de_lowest_ev": 3.189,
  "homo_lumo_gap_ev": 10.06
}



{
  "formula": "C18H20ClFN4O2",
  "method": "ωB97M-V with the def2-TZVPD basis set",
  "species": ["Cl", "F", "O", "O", "N", "N", "N", "N", "C", "C", "C", "C", "C", "C", "C", "C", "C", "C", "C", "C", "C", "C", "C", "C", "C", "C", "H", "H", "H", "H", "H", "H", "H", "H", "H", "H", "H", "H", "H", "H", "H", "H", "H", "H", "H", "H"],
  "xyz": [[7.9379, 0.4705, 1.5222], [9.4471, 0.8835, 6.3218], [1.4065, 3.8331, -5.5316], [0.8168, -0.6040, 0.2683], [4.4792, -0.5002, 2.7317], [0.0914, 3.4725, -3.7059], [0.4250, 1.3142, -0.8749], [-0.0658, 2.7679, -2.5524], [1.2359, 0.4510, -0.1496], [1.1454, 3.2040, -4.3789], [4.4555, 0.8167, 2.0778], [2.9923, 0.5520, 1.6861], [6.6335, -0.9578, 5.0281], [6.7262, -0.6906, 3.6673], [7.5493, -0.4278, 5.9197], [3.3391, -0.9299, 1.9085], [7.7665, 0.1234, 3.2131], [0.7779, 1.8179, -1.9915], [2.1144, 2.2248, -3.9777], [9.8244, 1.5460, 3.6126], [5.6885, -1.2923, 2.7455], [1.9331, 1.5589, -2.8340], [0.4377, 4.7769, -5.9523], [2.6155, 0.9558, 0.2647], [8.6988, 0.6662, 4.0982], [8.5670, 0.3761, 5.4465], [6.0976, -1.4472, 1.7367], [2.6450, 0.7941, -2.5563], [2.2718, 0.9340, 2.4042], [10.4492, 1.0040, 2.9017], [2.9672, 2.0226, -4.6109], [5.1202, 0.8808, 1.2062], [7.4757, -0.6304, 6.9802], [-0.9066, 2.9891, -2.0470], [3.6361, -1.4387, 0.9806], [10.4536, 1.8895, 4.4287], [2.6041, -1.5470, 2.4273], [4.6647, 1.6569, 2.7457], [0.3457, 5.5994, -5.2420], [9.4255, 2.4201, 3.0966], [-0.5405, 4.3150, -6.0903], [2.6623, 2.0429, 0.1634], [5.4339, -2.2879, 3.1168], [3.3473, 0.5408, -0.4346], [0.7660, 5.1797, -6.9066], [5.8244, -1.5740, 5.3952]],
  "forces_ev_per_a": [[0.083, 0.050, -0.086], [0.183, 0.111, 0.120], [0.116, 0.061, -0.252], [0.103, -0.115, -0.088], [-0.029, -0.012, 0.117], [-0.109, -0.347, 0.486], [0.142, -0.336, 0.150], [0.250, -0.116, 0.023], [-0.177, 0.123, 0.439], [0.191, -0.003, -0.097], [0.102, 0.269, 0.528], [0.248, -0.240, -1.060], [0.290, 0.315, 0.001], [-0.144, -0.158, -0.497], [-0.069, -0.056, 0.283], [-0.285, -0.242, 0.476], [-0.288, -0.339, 0.762], [-0.505, 0.999, -0.744], [-0.010, -0.014, -0.010], [-0.085, -0.054, -0.019], [0.011, -0.042, -0.101], [0.266, -0.429, 0.100], [-0.313, 0.426, -0.296], [-0.088, 0.185, 0.163], [0.668, 0.522, -0.195], [-0.609, -0.373, -0.436], [0.050, 0.115, -0.043], [-0.098, 0.001, 0.173], [0.032, -0.041, 0.105], [-0.006, 0.022, -0.024], [-0.038, 0.095, -0.068], [-0.082, -0.035, -0.081], [0.043, 0.018, -0.005], [-0.040, -0.015, 0.076], [0.017, 0.100, -0.069], [-0.059, -0.056, 0.062], [0.049, -0.025, -0.057], [0.039, -0.009, -0.060], [-0.011, -0.098, 0.106], [0.016, -0.009, -0.030], [0.022, -0.072, 0.132], [-0.034, 0.007, -0.064], [-0.069, 0.029, 0.072], [0.062, -0.044, 0.046], [0.193, -0.130, 0.014], [-0.027, -0.037, -0.050]],
  "de_lowest_ev": 0.475,
  "homo_lumo_gap_ev": 8.34
}



{
  "formula": "C18H35N3O9P2S",
  "method": "ωB97M-V with the def2-TZVPD basis set",
  "species": ["S", "P", "P", "O", "O", "O", "O", "O", "O", "O", "O", "O", "N", "N", "N", "C", "C", "C", "C", "C", "C", "C", "C", "C", "C", "C", "C", "C", "C", "C", "C", "C", "C", "H", "H", "H", "H", "H", "H", "H", "H", "H", "H", "H", "H", "H", "H", "H", "H", "H", "H", "H", "H", "H", "H", "H", "H", "H", "H", "H", "H", "H", "H", "H", "H", "H", "H", "H"],
  "xyz": [[0.4936, -4.7091, 4.1646], [4.3599, 2.7629, -5.2104], [-5.0469, 1.0577, 0.5366], [-5.7268, 2.6203, 0.6826], [4.0203, 2.9913, -3.5553], [-4.3292, -0.4916, 0.4935], [-4.2367, 1.4371, -0.6896], [1.8846, -0.5171, 7.7564], [5.7726, 2.0094, -4.8049], [-6.5171, 0.4667, 0.0744], [4.7673, 2.7744, -6.8664], [3.2671, 1.7412, -5.4408], [0.3919, -3.3177, 5.0698], [2.7585, -0.6647, -1.1356], [-0.0399, -4.1702, 2.6576], [6.6217, 2.5783, -3.8094], [-0.0395, -2.2649, 4.2813], [-0.7910, -1.7897, 1.8957], [-0.2814, -2.8355, 2.8829], [0.4342, -2.5415, -0.2212], [-1.0353, -0.4057, 2.3014], [-5.9298, 3.3857, -0.4969], [5.8582, 2.0177, -7.3575], [-0.2326, -0.8685, 4.7615], [0.6275, -1.1211, 7.3135], [0.5521, -1.8044, -1.6315], [-1.0242, -2.3177, 0.4282], [3.4989, 1.8943, -2.8122], [2.1086, -1.7163, -1.9726], [-0.7510, 0.0629, 3.7355], [-7.6843, 0.7983, 0.8261], [-4.9992, -1.5962, -0.0854], [0.0240, -0.2579, 6.1642], [2.0098, -0.0737, -0.7447], [3.1293, -1.1596, -0.3131], [7.6574, 2.4684, -4.1337], [-5.8356, -1.9086, 0.5468], [0.6942, 0.6469, 6.0223], [3.6094, 2.1297, -1.7521], [2.4380, 1.7634, -3.0245], [-6.3836, 2.7819, -1.2855], [-5.3441, -1.3644, -1.0952], [6.8053, 2.4596, -7.0341], [-0.9807, 1.1334, 3.9570], [2.3246, -1.6320, -3.0720], [5.7910, 0.9750, -7.0407], [2.5755, -0.8179, 7.1327], [-8.2403, 1.5723, 0.2957], [0.0265, -0.8125, -1.6630], [0.0767, -2.5026, -2.3806], [6.4138, 3.6344, -3.6407], [-6.6097, 4.2032, -0.2470], [-0.9577, 0.1844, 6.5272], [2.5382, -2.7156, -1.6444], [-4.9880, 3.8143, -0.8374], [-1.4397, 0.2659, 1.5039], [1.2320, -2.1460, 0.4811], [4.0484, 0.9764, -3.0232], [-4.2928, -2.4271, -0.1384], [-1.5163, -3.3277, 0.4413], [-1.5933, -1.5692, -0.2028], [-0.0421, -1.0625, 8.2255], [6.4901, 2.0307, -2.8753], [5.8281, 2.0549, -8.4481], [0.8440, -2.1989, 7.1309], [-8.3119, -0.0904, 0.9012], [-7.4460, 1.1491, 1.8298], [0.6734, -3.6434, -0.3348]],
  "forces_ev_per_a": [[-0.804, 2.229, -0.473], [-0.790, -8.291, 0.541], [-0.911, 0.106, -8.255], [0.148, -0.713, 3.311], [0.875, 3.320, -1.047], [0.042, 0.861, 2.259], [0.683, 0.285, 1.120], [-0.133, -0.579, -0.676], [0.178, 1.271, -0.303], [0.302, -0.271, 1.374], [-0.450, 2.342, 0.947], [-0.182, 1.423, -0.083], [-0.285, 0.299, -1.629], [-0.396, -0.611, 0.348], [0.162, 2.650, 2.485], [0.221, -0.184, 0.202], [0.532, -2.648, 0.018], [-0.654, 0.551, 0.339], [-0.659, 2.766, -0.102], [-0.251, 0.602, -0.206], [1.133, -3.086, 1.209], [0.335, 0.256, -0.395], [0.780, 0.289, -0.109], [-1.396, 1.762, -3.369], [0.495, 0.282, 1.137], [0.951, -1.650, -0.010], [1.314, 0.287, 0.540], [-0.484, -0.422, -0.038], [-0.816, -0.763, 0.511], [0.606, -3.083, -0.368], [-0.351, 0.039, -0.108], [-0.382, -0.608, 0.455], [-0.500, 0.230, -0.178], [0.519, -0.197, -0.343], [-0.039, 0.556, -0.481], [-0.053, -0.035, -0.099], [-0.006, -0.034, -0.275], [-0.633, -1.163, 0.222], [0.160, 0.256, -0.130], [0.120, -0.155, -0.095], [0.157, -0.076, 0.017], [-0.053, 0.189, 0.149], [-0.022, -0.283, -0.049], [0.381, -1.119, 0.027], [-0.273, 0.363, 1.050], [-0.034, 0.149, 0.163], [-0.530, 0.261, 0.519], [0.017, 0.050, 0.117], [0.609, -0.826, 0.101], [0.248, 0.941, 0.574], [0.052, -0.080, 0.071], [-0.001, -0.133, 0.298], [1.035, -0.611, -0.495], [-0.401, 1.053, -0.584], [-0.077, -0.150, -0.116], [0.412, -0.495, 1.038], [-0.996, -0.290, -0.743], [-0.107, 0.048, -0.108], [0.161, 0.189, 0.183], [0.108, 1.158, 0.121], [0.478, -0.923, 0.886], [0.738, -0.065, -1.104], [-0.019, 0.124, 0.041], [-0.234, 0.219, 0.069], [-0.619, 0.913, -0.362], [0.102, -0.043, -0.041], [-0.089, 0.022, -0.064], [-0.424, 1.245, -0.009]],
  "de_lowest_ev": 0.000,
  "homo_lumo_gap_ev": 5.63
}



no.,E_tot (eV)
1,-11617.641
2,-44284.191
3,-71536.116